The following is a DFT calculation (ωB97M-V with the def2-TZVPD basis set) of a cluster of 14 separate species, H28O14 in total at a distorted geometry.

Summary:
Kohn-Sham gap, eV: 8.59
LUMO level, eV: -0.6812

Geometry as XYZ:
```
42
Properties=species:S:1:pos:R:3:nbo_charge:R:1
O -1.86 -2.63 -0.24 -0.969
H -4.33 -0.61 0.83 0.471
H -0.34 2.41 -2.13 0.527
H 3.14 1.48 0.39 0.503
H -2.68 -2.91 -0.63 0.500
O -0.93 -1.34 1.81 -0.982
H 3.97 2.43 -0.38 0.468
O -2.42 -0.33 -1.96 -1.001
H -1.82 -0.88 -1.47 0.466
O 1.58 -2.17 2.55 -0.935
H 1.74 2.98 -2.55 0.455
H 2.00 -0.42 1.95 0.500
H 0.97 -2.51 1.94 0.488
H 0.77 -4.25 0.04 0.483
H 2.28 -2.77 2.37 0.459
H -1.50 -0.62 1.96 0.498
O 1.23 3.09 -1.75 -0.956
H -2.99 -0.79 0.08 0.474
O 2.73 -1.11 -0.49 -0.918
O 2.18 0.50 1.88 -0.983
H -0.51 2.71 0.75 0.492
H 1.81 2.72 -1.10 0.507
H 2.36 0.74 2.75 0.476
H -1.40 -1.95 1.16 0.487
O 3.08 2.33 -0.02 -0.946
H 0.55 -3.00 -0.66 0.481
H -0.39 -0.49 0.37 0.482
H -3.01 2.02 0.25 0.483
O 0.06 0.13 -0.26 -0.994
O 0.22 2.85 1.32 -0.979
O -1.19 2.09 -2.51 -1.005
H -1.17 2.31 -3.44 0.480
O 0.67 -3.33 0.21 -0.945
O -2.20 2.45 0.05 -0.978
H -2.02 2.17 -0.88 0.493
H 2.51 -0.71 -1.30 0.464
H -1.94 0.47 -2.28 0.511
O -3.45 -0.21 0.65 -0.948
H 0.71 2.06 1.42 0.470
H 1.94 -1.61 -0.43 0.456
H 0.95 0.11 -0.06 0.465
H -1.29 -3.43 -0.19 0.499
```